[1]
Density functional theory data (the ωB97M-V functional and the def2-TZVPD basis) for a cluster of 2 separate species, C4H11NO2S in total in a non-equilibrium geometry.

The geometry in ORCA input format:
```
! wB97M-V def2-TZVPD RIJCOSX def2/J DEFGRID3
* xyz 0 1
C 1.959 0.209 0.801
N 0.554 0.406 0.656
C 0.063 0.120 -0.695
C -1.337 -0.511 -0.577
S -2.306 -0.509 -2.109
C 0.008 1.400 -1.517
O -0.071 2.476 -0.987
H 2.587 0.747 0.114
H 2.379 0.565 1.746
H 2.276 -0.817 0.627
H 0.278 1.350 0.860
H 0.805 -0.602 -1.065
H -1.236 -1.543 -0.258
H -1.773 -0.033 0.277
H -2.850 0.702 -1.920
H 0.022 1.312 -2.608
H -0.205 -1.010 1.985
H -0.982 -2.297 2.528
O -0.169 -1.966 2.142
*
```

Computed properties:
energy above the lowest of the compared OMol25 structures with the same formula, charge and spin: 138.77 kJ/mol
orbital gap: 9.95 eV
SMILES string: CN[C@H](C=O)CS.O
lowest unoccupied orbital energy: 0.7 eV

Löwdin population analysis, charges in e, atoms 1 to 4: -0.133, -0.113, -0.374, -0.521

***

[2]
Density functional theory data (the ωB97M-V functional and the def2-TZVPD basis) for a cluster of 3 separate species, C4H11NO2S in total in a non-equilibrium geometry.

The geometry in ORCA input format:
```
! wB97M-V def2-TZVPD RIJCOSX def2/J DEFGRID3
* xyz 0 1
C -0.007 0.362 -1.384
N -1.159 0.114 -0.562
C -0.930 -0.118 0.728
C -2.060 -0.427 1.459
S 3.091 0.190 -0.735
C 0.428 -0.022 1.372
O 1.168 -1.187 1.128
H -0.356 0.507 -2.405
H 0.491 1.284 -1.065
H 0.714 -0.469 -1.357
H 1.926 -0.956 0.513
H 0.948 0.898 1.094
H -1.971 -0.675 2.510
H -3.029 -0.207 1.021
H 4.347 -0.262 -0.836
H 0.235 0.012 2.454
H -4.392 0.943 -1.450
H -2.923 0.369 -1.188
O -3.809 0.534 -0.844
*
```

Computed properties:
energy above the lowest of the compared OMol25 structures with the same formula, charge and spin: 550.23 kJ/mol
orbital gap: 3.70 eV
lowest unoccupied orbital energy: -4.0 eV

Löwdin population analysis, charges in e, atoms 1 to 4: -0.122, 0.100, -0.306, 0.282

***

[3]
Density functional theory data (the ωB97M-V functional and the def2-TZVPD basis) for a cluster of 2 separate species, C4H11NO2S in total in a non-equilibrium geometry.

The geometry in ORCA input format:
```
! wB97M-V def2-TZVPD RIJCOSX def2/J DEFGRID3
* xyz 1 2
C -0.720 -2.554 1.018
N 0.232 -1.448 1.051
C 0.006 -0.383 0.140
C 0.547 0.952 0.671
S 2.319 1.255 0.399
C 0.795 -0.782 -1.182
O 0.410 -0.348 -2.210
H -1.733 -2.168 1.160
H -0.689 -3.185 0.126
H -0.410 -3.237 1.787
H 0.343 -1.142 2.022
H -1.039 -0.211 -0.101
H 0.042 1.820 0.268
H 0.223 0.992 1.716
H 2.336 1.090 -0.931
H 1.667 -1.441 -1.095
H -3.990 1.517 -0.884
H -4.472 1.568 0.448
O -4.843 1.663 -0.445
*
```

Computed properties:
energy above the lowest of the compared OMol25 structures with the same formula, charge and spin: 206.94 kJ/mol
<S²>: 0.756
orbital gap (alpha / beta): 10.09 / 4.88 eV
lowest unoccupied orbital energy (alpha / beta): -4.0 / -8.9 eV

Löwdin population analysis, charges in e, atoms 1 to 4: -0.005, 0.078, -0.331, -0.473

***

[4]
Density functional theory data (the ωB97M-V functional and the def2-TZVPD basis) for a structure of composition C4H11NO3 in a non-equilibrium geometry.

The geometry in ORCA input format:
```
! wB97M-V def2-TZVPD RIJCOSX def2/J DEFGRID3
* xyz -2 1
C 0.976 -0.197 0.552
O 0.798 -1.442 -0.077
C -0.096 0.908 0.270
C -0.583 0.800 -1.205
C -1.786 -0.147 -1.404
O -2.364 -0.210 -2.622
N 0.725 2.229 0.289
H 0.933 -0.365 1.642
H 1.993 0.144 0.331
H -0.912 0.551 0.913
H -0.893 1.804 -1.536
H 0.177 0.513 -1.934
H -2.525 0.068 -0.563
H -1.452 -1.123 -0.998
H -0.369 2.258 0.322
H 0.616 2.549 1.271
H 1.603 -3.281 2.463
H 1.167 -2.070 0.656
O 1.992 -2.991 1.628
*
```

Computed properties:
energy above the lowest of the compared OMol25 structures with the same formula, charge and spin: 351.28 kJ/mol
orbital gap: 5.71 eV
lowest unoccupied orbital energy: 6.4 eV

Löwdin population analysis, charges in e, atoms 1 to 4: -0.303, -0.147, -0.424, -0.196

***

[5]
Density functional theory data (the ωB97M-V functional and the def2-TZVPD basis) for a cluster of 2 separate species, C4H11NO3 in total in a non-equilibrium geometry.

The geometry in ORCA input format:
```
! wB97M-V def2-TZVPD RIJCOSX def2/J DEFGRID3
* xyz 0 1
O 1.528 0.693 1.942
C 1.625 -0.484 1.967
N 0.605 -1.285 1.534
C -0.398 -0.702 0.611
C 0.032 -0.838 -0.805
C -1.229 -0.548 -1.767
O 1.154 0.060 -1.155
H 2.414 -0.934 2.575
H 0.725 -2.272 1.438
H -0.376 0.434 0.747
H -1.340 -1.092 0.861
H 0.405 -1.858 -1.074
H -2.042 -1.319 -1.658
H -1.027 -0.424 -2.810
H -1.618 0.484 -1.586
H 1.253 0.776 -0.459
H -0.179 3.025 -0.776
H -0.606 3.134 0.642
O -0.924 3.150 -0.228
*
```

Computed properties:
energy above the lowest of the compared OMol25 structures with the same formula, charge and spin: 164.98 kJ/mol
orbital gap: 10.86 eV
SMILES string: C[C@@H](O)CNC=O.O
lowest unoccupied orbital energy: 0.8 eV

Löwdin population analysis, charges in e, atoms 1 to 4: 0.028, -0.375, 0.047, -0.158

***

[6]
Density functional theory data (the ωB97M-V functional and the def2-TZVPD basis) for a cluster of 2 separate species, C4H11NO3 in total in a non-equilibrium geometry.

The geometry in ORCA input format:
```
! wB97M-V def2-TZVPD RIJCOSX def2/J DEFGRID3
* xyz 0 1
C -0.337 -0.680 1.107
C 2.185 -0.322 0.503
C -1.374 0.203 1.737
O 0.877 0.237 0.435
H 0.242 -1.218 1.856
H -0.722 -1.383 0.370
H 2.196 -1.265 -0.050
H 2.487 -0.432 1.548
H 2.897 0.381 0.059
H -1.269 1.239 1.403
H -2.389 -0.119 1.499
H -1.252 0.226 2.826
N -1.097 0.394 -1.428
C 0.290 0.702 -1.596
O -1.626 -0.401 -2.459
O 0.895 0.175 -2.542
H -0.827 -0.497 -3.038
H -1.746 1.075 -1.049
H 0.567 1.686 -1.183
*
```

Computed properties:
energy above the lowest of the compared OMol25 structures with the same formula, charge and spin: 453.24 kJ/mol
orbital gap: 9.71 eV
SMILES string: O=CNO.CCOC
lowest unoccupied orbital energy: 0.9 eV

Löwdin population analysis, charges in e, atoms 1 to 4: -0.117, -0.118, -0.097, -0.297

***

[7]
Density functional theory data (the ωB97M-V functional and the def2-TZVPD basis) for a cluster of 2 separate species, C4H11NO3 in total in a non-equilibrium geometry.

The geometry in ORCA input format:
```
! wB97M-V def2-TZVPD RIJCOSX def2/J DEFGRID3
* xyz 0 1
C 1.269 -1.276 -0.076
O 0.785 -2.263 -0.953
C 0.394 -0.031 -0.128
C 0.695 0.921 1.024
C -0.491 1.036 1.988
O -0.833 0.205 2.776
N 0.543 0.551 -1.477
H 1.280 -1.726 0.923
H 2.338 -1.074 -0.241
H 0.819 -1.895 -1.842
H -0.625 -0.410 -0.101
H 1.686 0.845 1.469
H 0.762 1.954 0.650
H -1.104 1.955 1.860
H -0.332 1.004 -1.709
H 1.258 1.243 -1.500
H -2.553 -0.880 -1.370
H -2.865 -0.055 -0.164
O -3.026 -0.106 -1.128
*
```

Computed properties:
energy above the lowest of the compared OMol25 structures with the same formula, charge and spin: 202.33 kJ/mol
orbital gap: 10.50 eV
SMILES string: N[C@@H](CO)CC=O.O
lowest unoccupied orbital energy: 0.7 eV

Löwdin population analysis, charges in e, atoms 1 to 4: -0.252, -0.059, -0.381, -0.113

***

[8]
Density functional theory data (the ωB97M-V functional and the def2-TZVPD basis) for a cluster of 2 separate species, C4H11NO3 in total in a non-equilibrium geometry.

The geometry in ORCA input format:
```
! wB97M-V def2-TZVPD RIJCOSX def2/J DEFGRID3
* xyz 0 1
O -1.661 -0.674 -1.740
C -0.767 0.125 -1.596
C -0.163 0.448 -0.241
C 1.254 -0.147 -0.309
C 2.125 0.342 0.853
O 3.215 -0.539 1.089
N -1.008 -0.199 0.772
H -0.346 0.552 -2.514
H -0.120 1.531 -0.092
H 1.799 0.237 -1.179
H 1.204 -1.229 -0.414
H 1.557 0.205 1.780
H 2.197 1.432 0.799
H 3.514 -0.838 0.237
H -0.568 -0.031 1.662
H -1.226 -1.097 0.362
H -3.829 0.485 0.722
H -3.196 -0.580 -0.109
O -3.981 -0.023 -0.081
*
```

Computed properties:
energy above the lowest of the compared OMol25 structures with the same formula, charge and spin: 231.59 kJ/mol
orbital gap: 10.52 eV
SMILES string: N[C@H](C=O)CCO.O
lowest unoccupied orbital energy: 0.6 eV

Löwdin population analysis, charges in e, atoms 1 to 4: 0.055, -0.206, -0.353, -0.160

***

[9]
Density functional theory data (the ωB97M-V functional and the def2-TZVPD basis) for a structure of composition C4H11NO3 in a non-equilibrium geometry.

The geometry in ORCA input format:
```
! wB97M-V def2-TZVPD RIJCOSX def2/J DEFGRID3
* xyz 0 1
H -0.813 -1.167 0.166
O -1.544 -1.787 1.005
N 0.055 -0.598 -0.551
H -0.963 -2.263 1.604
H 0.947 -1.074 -0.625
C 0.326 0.667 0.220
H -0.496 1.357 -0.003
C 0.072 0.478 1.758
O 1.073 0.335 2.433
O -1.178 0.388 2.064
H -1.661 -0.847 1.593
C -0.643 -0.387 -1.836
H -0.297 0.422 -2.480
H -0.497 -1.233 -2.519
H -1.706 -0.380 -1.595
C 1.616 1.411 -0.196
H 1.379 2.437 -0.444
H 2.360 1.276 0.565
H 1.969 0.964 -1.157
*
```

Computed properties:
energy above the lowest of the compared OMol25 structures with the same formula, charge and spin: 200.82 kJ/mol
orbital gap: 9.63 eV
lowest unoccupied orbital energy: 0.4 eV

Löwdin population analysis, charges in e, atoms 1 to 4: 0.082, -0.038, -0.043, 0.085

***

[10]
Density functional theory data (the ωB97M-V functional and the def2-TZVPD basis) for a cluster of 2 separate species, C4H11NO3 in total in a non-equilibrium geometry.

The geometry in ORCA input format:
```
! wB97M-V def2-TZVPD RIJCOSX def2/J DEFGRID3
* xyz 0 1
O -2.129 0.812 0.351
C -1.186 0.332 0.958
C -0.231 -0.725 0.473
C 0.874 0.087 -0.250
C 1.899 -0.786 -0.916
O 1.497 0.884 0.803
N 0.407 -1.494 1.534
H -0.880 0.838 1.899
H -0.592 -1.394 -0.309
H 0.432 0.841 -0.889
H 2.628 -0.228 -1.482
H 1.410 -1.474 -1.594
H 2.377 -1.407 -0.151
H 2.455 0.929 0.655
H 0.977 -0.847 2.062
H -0.271 -1.873 2.178
H -1.701 1.096 -1.631
H -1.749 1.273 -3.165
O -1.321 0.773 -2.463
*
```

Computed properties:
energy above the lowest of the compared OMol25 structures with the same formula, charge and spin: 161.91 kJ/mol
orbital gap: 10.30 eV
SMILES string: C[C@H](O)[C@@H](N)C=O.O
lowest unoccupied orbital energy: 0.8 eV

Löwdin population analysis, charges in e, atoms 1 to 4: 0.039, -0.194, -0.318, -0.373

***

[11]
Density functional theory data (the ωB97M-V functional and the def2-TZVPD basis) for a cluster of 2 separate species, C4H11NO3 in total in a non-equilibrium geometry.

The geometry in ORCA input format:
```
! wB97M-V def2-TZVPD RIJCOSX def2/J DEFGRID3
* xyz 0 1
C -0.176 -0.686 -1.171
C -1.017 0.244 -2.036
C -0.615 1.697 -1.849
O -0.047 2.357 -2.673
N -0.626 -0.665 0.207
C 0.261 -0.957 1.275
O 0.045 -2.326 1.733
H 0.872 -0.407 -1.171
H -0.225 -1.675 -1.624
H -1.034 -0.047 -3.093
H -2.063 0.215 -1.740
H -0.876 2.062 -0.832
H -1.563 -1.011 0.332
H 0.029 -0.349 2.141
H 1.285 -0.938 0.904
H 0.901 -2.739 1.882
H 2.294 1.844 2.186
H 0.859 1.921 2.695
O 1.696 1.461 2.834
*
```

Computed properties:
energy above the lowest of the compared OMol25 structures with the same formula, charge and spin: 220.53 kJ/mol
orbital gap: 9.61 eV
SMILES string: O=CCCNCO.O
lowest unoccupied orbital energy: 0.6 eV

Löwdin population analysis, charges in e, atoms 1 to 4: -0.225, -0.154, -0.277, 0.055

***

[12]
Density functional theory data (the ωB97M-V functional and the def2-TZVPD basis) for the molecule C4H11NO3.

The geometry in ORCA input format:
```
! wB97M-V def2-TZVPD RIJCOSX def2/J DEFGRID3
* xyz 0 1
C 1.991 -0.359 0.137
C -0.395 -0.024 -0.612
C 0.671 0.357 0.419
C -2.754 0.225 0.089
N -1.564 0.839 -0.478
O 2.789 -0.412 1.304
O 2.737 0.359 -0.822
O -0.725 -1.396 -0.490
H 3.510 -0.202 -1.004
H 2.722 0.464 1.719
H -0.942 -1.547 0.445
H 1.839 -1.382 -0.222
H -1.803 1.181 -1.409
H 0.015 0.115 -1.618
H 0.838 1.442 0.397
H 0.325 0.100 1.428
H -2.574 -0.147 1.102
H -3.549 0.975 0.156
H -3.130 -0.589 -0.540
*
```

Computed properties:
energy above the lowest of the compared OMol25 structures with the same formula, charge and spin: 160.75 kJ/mol
orbital gap: 9.88 eV
SMILES string: CN[C@H](O)CC(O)O
lowest unoccupied orbital energy: 0.8 eV

Löwdin population analysis, charges in e, atoms 1 to 4: -0.465, -0.424, -0.078, -0.131